No. 1
ORCA calculation (ωB97M-V/def2-TZVPD) on a cluster of 7 separate species, C34H39F28NO20S2 in total in a non-equilibrium geometry.

```
124
Properties=species:S:1:pos:R:3:forces:R:3:mulliken_charge:R:1
S -5.2960 -1.0425 -5.9897 1.59 0.15 -1.32 1.1233
S -8.7844 -1.6988 -3.6697 0.36 0.84 0.68 1.2729
F 4.6534 -2.7323 0.0810 -0.13 -0.14 0.03 -0.2542
F -9.4077 -2.3148 -0.7455 0.16 0.19 0.16 -0.1871
F 4.7574 -1.0133 -1.2199 -0.11 0.10 -0.10 -0.2316
F -8.5961 -4.1917 -1.5153 0.37 0.08 0.14 -0.2230
F 8.1064 -1.2516 5.8429 -0.15 0.10 0.07 -0.2422
F -5.6425 -0.2028 0.8006 0.26 -0.48 0.17 -0.2475
F -10.6895 -4.0194 -1.0469 0.01 -0.04 0.10 -0.2524
F -5.5940 -2.3816 -3.7327 0.10 0.12 0.14 -0.1658
F -10.0234 -4.0180 -3.7512 0.16 -0.48 -0.10 -0.2403
F 7.6178 5.3334 6.3359 0.13 0.04 -0.08 -0.2566
F 3.8608 1.0480 -6.6337 0.11 -0.06 -0.02 -0.2608
F 0.3535 3.0952 1.4518 -0.02 -0.06 0.25 -0.2596
F 1.3354 3.6317 -0.3935 0.11 -0.04 -0.08 -0.1866
F -4.1013 1.2949 0.5713 0.13 0.06 -0.09 -0.1772
F -11.1642 -2.3810 -2.9474 -0.50 0.43 -0.01 -0.2286
F -0.6135 4.4281 0.0506 -0.18 0.01 0.01 -0.2544
F 6.0858 3.8147 6.4866 -0.06 -0.10 -0.06 -0.2476
F -3.2850 -1.1895 -3.5429 0.31 0.22 0.02 -0.1371
F 6.1600 -1.2286 0.4069 0.09 0.05 0.09 -0.2572
F -4.9924 -3.5653 -5.4139 0.08 -0.45 -0.51 -0.2741
F 2.5701 2.7523 -6.9561 -0.01 0.15 -0.05 -0.2623
F 1.8155 0.9960 -5.9542 -0.14 -0.07 0.08 -0.2196
F 9.3961 -2.8958 6.3814 -0.01 -0.15 0.09 -0.2730
F -5.5277 1.4422 2.1843 0.02 0.06 0.19 -0.2815
F -3.0768 -3.3265 -3.5888 0.21 -0.27 0.00 -0.2538
F 9.7268 -1.8183 4.5414 0.04 0.01 -0.13 -0.2626
F -2.4965 -2.1697 -5.3222 0.23 0.03 -0.23 -0.2325
F 6.1452 5.4327 7.9094 -0.05 0.08 0.13 -0.2430
O -5.2819 -1.6379 -7.2817 -0.74 -0.61 0.05 -0.6846
O -3.3495 -1.2275 1.6709 -0.02 0.07 -0.20 -0.1747
O 8.3416 2.7829 7.4163 -0.01 0.05 -0.20 -0.3134
O 8.0463 4.0608 9.2425 -0.07 0.22 0.24 -0.5071
O -4.3687 0.0250 -5.8107 -0.41 0.40 0.85 -0.6336
O 2.6052 2.3722 -3.7782 -0.38 -0.13 0.16 -0.5081
O -8.2733 -1.3617 -7.1527 0.84 -0.04 2.74 -0.4575
O 6.6545 -3.2373 4.7548 -0.26 0.17 0.17 -0.5179
O -8.9065 2.7165 -3.6418 0.86 -0.42 0.13 -0.6535
O -1.6516 2.0781 -0.8252 -0.29 0.21 0.00 -0.5379
O -9.5182 -0.5096 -3.9069 -0.40 0.19 -0.43 -0.6447
O -3.5802 0.0864 3.4809 -0.06 0.21 0.24 -0.5297
O -7.1685 1.2971 -3.4002 0.13 0.53 0.25 0.0102
O -7.6737 -1.6668 -2.7962 -0.03 -0.40 0.21 -0.4808
O 4.3529 0.5655 1.1361 0.14 0.00 -0.15 -0.3028
O 4.5076 2.8996 -4.8471 0.02 0.04 -0.20 -0.3407
O -8.3947 -2.3246 -5.1183 0.40 0.46 0.35 -0.2644
O 8.5483 -4.1151 3.9201 0.18 0.00 0.14 -0.3279
O 0.3950 1.1658 -0.6295 0.11 0.05 0.24 -0.1293
O 2.9174 -1.1453 1.4029 -0.20 -0.30 -0.02 -0.5579
N -6.8056 -0.5392 -5.5243 -0.40 -0.68 0.16 0.8159
C -3.3545 -2.2558 -4.3288 -0.62 0.09 0.38 0.5145
C -9.6236 -3.3620 -1.5148 -0.43 -0.51 -0.26 0.6577
C 9.2666 1.9383 8.1275 0.34 -0.43 0.20 -0.2430
C 5.5693 2.5042 -2.6854 -0.14 -0.24 -0.11 -0.9577
C 5.0176 3.5281 -3.6547 0.33 0.21 0.44 -0.2739
C -9.9732 -2.9482 -2.9669 0.06 -0.05 -0.53 0.4204
C -7.0415 0.9067 -5.7929 -0.17 0.57 -0.10 -0.9574
C 0.1484 3.3502 0.1530 0.20 0.30 -0.06 0.8160
C -3.8450 -0.2081 2.3566 0.24 -0.32 -0.02 0.0833
C 3.5261 1.4216 1.9514 -0.30 0.45 0.38 0.2340
C 2.8791 1.7757 -6.0980 -0.06 -0.16 -0.19 0.9110
C 7.8411 -3.2612 4.6400 0.03 -0.34 -0.26 0.3749
C 3.2995 2.3735 -4.7480 0.34 0.21 0.15 0.3718
C 7.8240 3.7874 8.1037 0.26 -0.32 -0.03 0.3220
C -4.8215 -2.3989 -4.8135 -0.08 0.09 0.38 0.5220
C -7.8518 -1.3850 -6.0180 -1.24 -0.15 -3.01 -0.0712
C 3.9183 -0.6684 0.9621 -0.07 0.45 0.13 0.3978
C -4.8006 0.5964 1.4648 -0.21 0.18 -0.12 1.0777
C 7.2085 -4.5343 1.9323 0.00 0.28 0.02 -0.9773
C 8.5400 0.9312 8.9916 -0.30 0.10 0.01 -1.0940
C -0.0851 -0.0753 -1.1833 -0.08 -0.57 -0.26 -0.0675
C 3.7634 1.1778 3.4261 0.16 -0.29 -0.03 -1.3008
C -2.3968 -2.0521 2.3688 0.33 -0.40 0.19 -0.2022
C -7.2110 1.8555 -0.5936 -0.92 -0.12 -0.14 -1.0531
C -0.5038 2.1308 -0.5108 0.15 -0.42 -0.17 0.2603
C -8.4764 1.8296 -1.4809 0.69 -0.31 0.38 -0.3942
C 8.7825 -2.2867 5.3603 0.24 0.26 0.10 0.9229
C -6.6276 1.7582 -4.6239 0.80 -0.65 -0.26 -0.7246
C -3.0889 -3.0405 3.2820 -0.26 0.11 0.02 -1.2417
C -0.1852 0.0038 -2.6883 0.04 0.31 -0.15 -1.0364
C 6.8954 4.6063 7.1954 -0.21 0.12 -0.09 0.9394
C 4.8888 -1.4269 0.0462 0.30 -0.20 -0.14 0.8860
C 7.7887 -5.1093 3.2052 -0.21 -0.39 -0.40 -0.2752
C -8.2108 2.0082 -2.9407 -1.52 0.70 -0.26 0.5035
H -3.6326 -2.5287 4.0750 0.08 0.03 0.04 0.3292
H 4.8211 1.2902 3.6661 -0.01 0.11 0.01 0.3057
H 6.3239 1.8864 -3.1727 0.07 0.07 0.01 0.3222
H -6.8272 2.7998 -4.8250 -0.45 0.24 0.02 0.4751
H -7.0654 0.9097 -0.0966 0.05 -0.07 -0.29 0.1692
H -8.0826 1.0346 -6.0422 -0.41 -0.15 0.12 0.5121
H 7.0148 -5.5228 3.8502 -0.02 0.17 0.10 0.3227
H 5.8077 4.1944 -3.9930 -0.03 -0.06 -0.20 0.3140
H -0.4747 -0.9608 -3.1035 0.01 -0.04 0.05 0.3469
H 7.9951 -4.0995 1.3151 0.04 -0.10 -0.03 0.3136
H 3.1894 1.8869 4.0210 -0.01 0.04 -0.03 0.4199
H -6.3440 2.1164 -1.1791 0.39 0.02 0.02 0.4142
H 9.2512 0.2495 9.4562 0.04 0.00 -0.03 0.3635
H 0.7704 0.3033 -3.1200 0.04 -0.08 0.02 0.1676
H -5.5543 1.6564 -4.5354 0.27 -0.01 0.27 0.4378
H -1.0402 -0.3420 -0.7301 -0.06 0.21 0.04 0.0972
H 6.4913 -3.7446 2.1515 -0.07 -0.07 0.03 0.2063
H 4.2415 4.1397 -3.1966 -0.14 -0.12 -0.06 0.3279
H 9.9558 2.5479 8.7101 -0.14 0.15 0.03 0.3275
H 9.8449 1.4293 7.3597 -0.12 0.09 -0.16 0.3202
H -1.8433 -2.5772 1.5933 -0.11 0.09 -0.14 0.3107
H -7.3607 2.5763 0.1953 0.15 0.39 0.19 0.4572
H 3.8084 2.4380 1.6872 0.14 -0.07 -0.16 0.3863
H -9.0103 0.8940 -1.3595 -0.08 -0.34 -0.05 0.1415
H -2.3581 -3.7068 3.7384 0.03 0.00 -0.02 0.3901
H -6.4797 1.2378 -6.6563 0.17 -0.03 -0.31 0.4106
H -1.6912 -1.4257 2.9127 -0.12 0.13 0.03 0.3556
H 3.4684 0.1685 3.7111 -0.09 0.02 -0.01 0.3316
H -9.1611 2.5973 -1.1715 -0.33 0.38 -0.15 0.3585
H 6.7014 -5.3105 1.3608 0.01 -0.03 0.02 0.4020
H -3.8086 -3.6372 2.7209 0.08 -0.06 -0.04 0.3017
H -0.9242 0.7446 -2.9911 -0.08 -0.07 0.01 0.3586
H 2.4790 1.2908 1.6827 0.03 -0.18 -0.07 -0.0396
H 7.9696 1.4237 9.7782 0.09 0.04 0.04 0.3740
H 8.4900 -5.9089 2.9785 0.17 0.12 0.09 0.3181
H 0.6406 -0.8300 -0.8865 0.14 0.16 0.11 0.4208
H 6.0214 3.0023 -1.8287 0.01 0.04 -0.01 0.3919
H 7.8382 0.3528 8.3902 0.09 -0.07 -0.04 0.2628
H 4.7843 1.8407 -2.3237 -0.03 0.07 0.05 0.1859
```
Positions in Å, forces in eV/Å.

Output
- E_HOMO (eV) = -10.3
- multiplicity = 1
- E (eV) = -176091.00702
- Kohn-Sham gap (eV) = 9.9
- SMILES = CCC(=O)OCCN(C(=O)OS(=O)(=O)C(F)(F)C(F)(F)F)S(=O)(=O)C(F)(F)C(F)(F)F.CCOC(=O)C(F)(F)F.CCOC(=O)C(F)(F)F.CCOC(=O)C(F)(F)F.CCOC(=O)C(F)(F)F.CCOC(=O)C(F)(F)F.CCOC(=O)C(F)(F)F

---

No. 2
ORCA calculation (ωB97M-V/def2-TZVPD) on a structure of composition H14O7 in a non-equilibrium geometry.

```
21
Properties=species:S:1:pos:R:3:forces:R:3:nbo_charge:R:1
O -0.8052 -4.5300 0.6563 -0.91 -1.27 0.31 -0.9200
O -2.5106 0.6819 -0.0332 -9.51 -0.61 -1.44 -0.9038
O 0.6278 -2.8145 0.3063 0.72 1.20 -0.39 -0.9262
O -0.7960 0.7753 0.2397 9.41 0.71 1.22 -0.9155
O 2.4022 0.0405 2.2319 0.06 -0.21 0.05 -0.9390
O -1.0936 3.9078 -0.2858 -0.04 -0.11 -0.02 -0.9361
O 1.9459 2.1613 -3.1226 0.13 0.10 0.06 -0.9385
H -0.2606 -0.0004 0.0380 0.47 -0.14 0.05 0.4580
H -0.1952 1.5167 0.1037 0.85 0.13 0.25 0.4520
H 2.5736 2.1059 -2.3933 -0.07 -0.03 -0.03 0.4690
H 1.9292 -0.4390 2.9215 -0.04 0.13 -0.02 0.4706
H -1.3389 -4.3079 -0.1149 0.12 0.09 0.08 0.4634
H 2.3224 2.8302 -3.7056 -0.09 -0.06 0.01 0.4697
H -2.0022 3.6166 -0.1498 0.12 0.05 -0.02 0.4661
H -1.1361 -5.3928 0.9301 -0.13 -0.06 -0.03 0.4547
H -3.0043 -0.1227 0.1618 -0.66 -0.17 -0.02 0.4567
H 3.3318 -0.1044 2.4410 -0.05 0.03 -0.05 0.4691
H 1.0327 -2.2489 0.9734 0.06 0.08 -0.03 0.4700
H -3.0864 1.3908 0.2747 -0.58 0.00 0.09 0.4490
H -0.7482 3.2977 -0.9472 -0.06 0.09 -0.10 0.4721
H 0.8117 -2.3642 -0.5259 0.19 0.05 0.01 0.4587
```
Positions in Å, forces in eV/Å.

Output
- E_HOMO (eV) = -8.2
- multiplicity = 1
- E (eV) = -14555.42913
- Kohn-Sham gap (eV) = 8.6
- relative energy (zero: lowest compared OMol25 entry of this formula, charge and spin) (kJ/mol) = 582.0

---

No. 3
ORCA calculation (ωB97M-V/def2-TZVPD) on a structure of composition C4H8N4OPtS.

```
19
Properties=species:S:1:pos:R:3:forces:R:3:nbo_charge:R:1
Pt 0.1301 1.4998 0.5542 -0.02 -0.86 -0.03 1.1084
S -3.7350 2.3327 -2.0145 -0.29 0.02 -0.19 -0.1966
O 3.6744 0.7653 2.9069 -0.19 -0.03 -0.04 -0.6029
N -1.4277 1.8872 -0.5417 -0.58 0.46 -0.55 -0.7208
N 1.6538 1.1167 1.7147 0.64 -0.08 0.51 -0.8873
N 1.0587 -0.0028 -1.1152 0.03 0.38 0.06 -0.8190
N -0.9447 -0.4394 0.9877 0.21 0.00 -0.10 -0.7888
C 2.6624 0.9395 2.3103 0.04 0.07 -0.10 0.7754
C -0.2966 -1.5199 0.2160 0.02 0.01 -0.14 -0.2367
C -2.4030 2.0798 -1.1640 0.34 -0.08 0.20 0.1777
C 0.0592 -1.0602 -1.2012 -0.21 0.00 0.30 -0.2416
H -1.9056 -0.3062 0.6864 0.03 0.08 0.03 0.4043
H 0.4033 -1.9165 -1.7851 0.00 -0.05 0.05 0.2001
H 1.9424 -0.3452 -0.7558 0.02 0.06 0.03 0.3903
H 1.2257 0.4685 -1.9940 -0.09 -0.02 -0.04 0.3979
H -0.9428 -2.3963 0.1608 -0.03 -0.03 0.00 0.2059
H -0.8329 -0.6567 -1.6841 0.05 0.03 -0.04 0.2192
H -0.9393 -0.6392 1.9809 0.04 0.03 -0.01 0.4051
H 0.6176 -1.8070 0.7376 -0.03 0.03 0.07 0.2092
```
Positions in Å, forces in eV/Å.

Output
- E_HOMO (alpha / beta) (eV) = -8.1 / -8.1
- multiplicity = 1
- E (eV) = -26366.91182
- Kohn-Sham gap (alpha / beta) (eV) = 6.6 / 6.5

---

No. 4
ORCA calculation (ωB97M-V/def2-TZVPD) on an isolated molecule of C2H2N2 in a non-equilibrium geometry.

```
6
Properties=species:S:1:pos:R:3:forces:R:3:nbo_charge:R:1
N -0.0160 1.2875 0.0122 2.99 -5.32 -2.38 -0.3926
N 2.4534 -0.0298 -2.2986 0.23 0.06 -0.21 -0.2136
C 0.6620 -0.2374 -0.5399 -3.58 6.14 2.82 -0.0583
C 1.6281 -0.1081 -1.4945 0.46 -0.11 -0.43 0.1461
H 0.1882 -1.1247 -0.1808 0.10 -0.38 0.05 0.2216
H -0.6801 0.9701 0.7183 -0.21 -0.40 0.15 0.2967
```
Positions in Å, forces in eV/Å.

Output
- E_HOMO (alpha / beta) (eV) = -10.3 / -11.6
- multiplicity = 1
- E (eV) = -5081.94950
- Kohn-Sham gap (alpha / beta) (eV) = 9.1 / 9.9
- SMILES = [H]/N=C/C#N
- relative energy (zero: lowest compared OMol25 entry of this formula, charge and spin) (kJ/mol) = 312.2

---

No. 5
ORCA calculation (ωB97M-V/def2-TZVPD) on a structure of composition C3H4KO2 in a non-equilibrium geometry.

```
10
Properties=species:S:1:pos:R:3:forces:R:3:nbo_charge:R:1
K -3.0163 -1.8655 -3.3190 0.45 0.52 0.69 0.9859
O 0.0523 -0.8034 -0.6863 -0.45 -0.22 -0.41 -0.5626
O -2.0156 -0.1406 -1.3003 -0.74 -0.36 -0.69 -0.7913
C 0.7660 -0.0122 0.4426 0.54 0.21 0.50 -0.1759
C -1.0001 -0.0339 -0.6177 0.25 -0.19 -0.15 0.8011
C -0.5030 0.8724 0.4601 -0.25 0.26 0.15 -0.6868
H -0.3882 1.9181 0.1343 -0.03 -0.22 0.06 0.2160
H 3.4690 -0.6653 1.9895 0.42 0.72 -0.59 0.0001
H 3.7589 -0.1211 1.5264 -0.34 -0.73 0.63 -0.0013
H -1.1231 0.8514 1.3705 0.15 0.01 -0.20 0.2149
```
Positions in Å, forces in eV/Å.

Output
- E_HOMO (alpha / beta) (eV) = -4.5 / -6.0
- multiplicity = 2
- E (eV) = -23590.42821
- Kohn-Sham gap (alpha / beta) (eV) = 2.9 / 4.5
- relative energy (zero: lowest compared OMol25 entry of this formula, charge and spin) (kJ/mol) = 354.1

---

No. 6
ORCA calculation (ωB97M-V/def2-TZVPD) on a structure of composition C23H29Cl3N3O8P2RuS4 in a non-equilibrium geometry.

```
73
Properties=species:S:1:pos:R:3:forces:R:3:mulliken_charge:R:1
Ru 0.1657 -0.3618 -0.1575 -1.10 1.12 -0.44 1.1987
Cl -2.3795 -1.8741 7.0875 0.02 0.01 -0.01 -0.2307
Cl 0.3961 -3.0952 11.5145 0.00 0.00 -0.02 -0.2149
Cl 1.7240 -5.8584 6.0635 0.04 0.12 0.04 -0.2078
S -3.5619 0.1486 -3.1329 0.04 -0.01 0.03 -0.2437
S -0.7743 0.6758 -2.2981 0.39 -0.16 0.35 -0.3251
S -2.5751 -0.5232 -0.4225 0.43 -0.19 0.38 -0.2754
S -1.1441 -6.5475 5.7392 0.02 -0.02 0.02 -0.2016
P 2.5354 -1.7834 -0.5002 0.92 -0.42 -0.37 0.5067
P -0.0701 -3.3583 -0.0226 -0.35 -0.53 -0.32 0.6939
O 1.3478 -2.6716 4.9239 -0.13 -0.09 -0.04 -0.4377
O -0.4826 -2.5896 -1.4170 -0.23 -0.37 0.29 -0.7241
O 1.9421 -1.1578 -1.7340 -0.07 0.02 0.34 -0.8069
O 1.3440 1.8311 -0.1907 -0.13 -0.03 0.04 0.0861
O -0.3178 -2.3992 1.1028 0.29 0.11 -0.27 -0.1670
O 2.4090 -1.0185 0.7756 -0.29 -0.14 -0.03 -0.4564
O -0.5539 -4.7568 -0.0507 0.20 0.14 0.08 -0.8537
O 4.0608 -2.2685 -0.7717 0.07 0.50 0.09 -0.5840
N 1.7926 -4.0162 -1.8098 -0.05 0.10 0.35 -0.1958
N -0.2722 0.4133 1.9551 -0.05 -0.16 0.07 0.8256
N -0.0606 -0.0006 4.0969 0.05 0.07 0.19 0.2923
C 0.1929 -5.5443 5.3567 -0.12 -0.08 -0.09 0.9004
C -0.8365 -2.4968 9.1945 -0.13 0.03 0.01 -0.8283
C 0.6267 2.9187 0.4468 0.19 0.04 -0.23 -0.3408
C 1.5536 -2.7808 9.0897 0.07 -0.04 0.02 -0.9931
C 0.5233 -0.4629 5.3482 -0.01 0.02 -0.04 -1.4074
C 1.7598 -3.4475 -0.3919 -0.01 0.10 0.12 0.6205
C -2.3698 0.0968 -2.0096 -0.41 0.19 -0.34 0.0988
C 0.3712 -2.7674 9.8109 0.02 0.01 -0.03 0.3884
C -0.8474 -2.2366 7.8326 0.08 0.01 0.05 0.8348
C 0.5656 0.0542 2.9113 -0.08 -0.05 -0.08 -0.6980
C 0.3164 -1.9629 5.5895 0.05 0.09 -0.13 0.6356
C 2.4458 -4.3818 0.6050 -0.05 0.01 -0.18 -1.5904
C 2.3747 3.7487 -1.0053 -0.05 0.05 0.05 -0.5886
C 1.9705 2.3407 -1.3837 0.08 -0.04 0.22 -0.6854
C -1.3787 0.3616 3.8926 0.04 -0.21 -0.01 -0.4431
C 0.3172 -2.2553 7.0731 0.05 -0.10 -0.07 -0.7157
C 1.1651 4.2112 -0.1801 0.06 -0.02 -0.02 -0.6902
C -2.1433 -5.7079 4.6315 -0.11 -0.03 -0.03 -0.5475
C -1.4711 -4.7076 4.0053 0.01 0.16 0.06 -0.6554
C 0.8453 -3.5488 3.9035 -0.19 -0.04 0.10 0.0838
C -1.5006 0.6002 2.5614 0.18 0.10 -0.06 -1.3689
C -0.1082 -4.5938 4.4269 0.05 0.10 -0.09 -0.1446
C 1.5133 -2.5294 7.7288 0.04 -0.05 -0.07 -0.0542
H 4.6928 -1.5268 -0.7273 -0.29 -0.41 -0.03 0.4060
H 2.6403 -3.8304 1.5261 -0.02 0.01 -0.11 0.1985
H 0.8193 2.8536 1.5131 0.05 -0.05 0.07 0.2609
H -2.0988 0.3840 4.6961 0.11 0.01 -0.06 0.4397
H 1.6083 -0.1935 2.7649 -0.14 -0.03 0.01 0.6586
H 1.2620 2.3528 -2.2104 -0.13 -0.05 -0.07 0.3653
H 3.2790 3.7316 -0.3956 0.01 0.00 0.00 0.2898
H 1.4356 4.9397 0.5821 -0.01 0.04 -0.03 0.3249
H 3.4077 -4.7279 0.2217 0.02 0.05 0.01 0.4530
H 2.4240 -2.5703 7.1416 -0.07 -0.01 0.05 0.4155
H -1.4635 -2.5445 -1.4706 0.36 0.24 -0.07 0.3359
H -0.6459 -2.2452 5.1645 -0.15 0.00 0.08 0.6520
H 0.3385 -2.9594 3.1330 0.10 -0.12 0.00 -0.3669
H -2.3727 0.8931 1.9995 0.09 -0.04 0.01 0.6039
H 1.1021 -4.7688 -1.8811 -0.06 -0.11 0.05 0.3587
H -1.9197 -4.0511 3.2673 0.10 -0.07 0.03 0.5117
H 2.4890 -3.0001 9.5886 -0.05 0.02 -0.03 0.4098
H 0.1059 0.1131 6.1696 -0.10 0.13 0.00 0.5265
H -0.4413 2.7965 0.2767 -0.10 -0.06 -0.05 0.1858
H 1.7228 -4.0202 3.4627 0.06 0.04 0.10 0.2728
H 1.5947 -0.2806 5.3004 0.07 0.06 0.11 0.3381
H 0.4137 4.6605 -0.8284 0.00 0.00 -0.01 0.2708
H 1.8130 -5.2386 0.8385 0.00 -0.01 -0.04 0.4579
H 2.7932 1.6750 -1.6302 0.02 -0.06 0.02 0.1686
H 2.5519 4.3717 -1.8816 0.02 0.02 0.04 0.3626
H -1.7576 -2.4857 9.7624 0.06 -0.01 -0.04 0.4438
H 1.5282 -3.2564 -2.4486 -0.07 0.12 0.00 0.3468
H 2.7190 -4.3536 -2.0548 0.17 -0.06 -0.01 0.3809
H -3.1771 -6.0022 4.5036 0.17 0.06 0.02 0.4386
```
Positions in Å, forces in eV/Å.

Output
- E_HOMO (alpha / beta) (eV) = -7.0 / -7.4
- multiplicity = 6
- E (eV) = -147244.27607
- Kohn-Sham gap (alpha / beta) (eV) = 6.9 / 6.0
- relative energy (zero: lowest compared OMol25 entry of this formula, charge and spin) (kJ/mol) = 78.9